A cluster of 8 separate species, C42H102N4O14P2 in total in a non-equilibrium geometry, computed with the ωB97M-V functional and the def2-TZVPD basis.

Last columns: bonded neighbours and bond lengths (Å).
Geometry (Å):
1 C -2.28257 -0.89978 -2.08092  C2 1.549, H8 1.090, H9 1.090, H10 1.090
2 C -2.14086 -0.24965 -3.47990  C1 1.549, N3 1.460, H11 1.090, H12 1.090
3 N -2.49717 1.16230 -3.37954  C2 1.460, C4 1.457, C6 1.484
4 C -3.90269 1.35415 -3.04585  N3 1.457, C5 1.542, H13 1.090, H14 1.090
5 C -4.89471 0.55657 -3.91559  C4 1.542, H15 1.090, H16 1.090, H17 1.090
6 C -2.17475 1.85743 -4.65058  N3 1.484, C7 1.565, H18 1.090, H19 1.090
7 C -2.25932 3.41517 -4.53100  C6 1.565, H20 1.090, H21 1.090, H22 1.090
8 H -3.28188 -0.64994 -1.72448  C1 1.090
9 H -1.55136 -0.49005 -1.38410  C1 1.090
10 H -2.24005 -1.98730 -2.14094  C1 1.090
11 H -1.07205 -0.21483 -3.69096  C2 1.090
12 H -2.68952 -0.75551 -4.27436  C2 1.090
13 H -4.14104 1.15709 -2.00064  C4 1.090
14 H -4.17387 2.38857 -3.25686  C4 1.090
15 H -4.90060 -0.49939 -3.64539  C5 1.090
16 H -5.89667 0.97870 -3.83823  C5 1.090
17 H -4.65123 0.49236 -4.97611  C5 1.090
18 H -2.67609 1.50502 -5.55200  C6 1.090
19 H -1.11470 1.62981 -4.76281  C6 1.090
20 H -1.92966 3.74971 -3.54739  C7 1.090
21 H -3.29671 3.74922 -4.51286  C7 1.090
22 H -1.65058 4.03147 -5.19260  C7 1.090
23 C -1.18479 8.39843 3.71884  C24 1.540, H30 1.090, H31 1.090, H32 1.090
24 C -0.73729 7.16325 2.91577  C23 1.540, N25 1.482, H33 1.090, H34 1.090
25 N -1.89489 6.64921 2.14650  C24 1.482, C26 1.490, C28 1.433
26 C -2.86528 5.87428 2.97057  N25 1.490, C27 1.579, H35 1.090, H36 1.090
27 C -2.37661 4.47577 3.51671  C26 1.579, H37 1.090, H38 1.090, H39 1.090
28 C -1.39050 6.00191 0.97181  N25 1.433, C29 1.550, H40 1.090, H41 1.090
29 C -2.60939 5.64694 0.08194  C28 1.550, H42 1.090, H43 1.090, H44 1.090
30 H -0.31999 9.05744 3.79592  C23 1.090
31 H -1.41418 8.00956 4.71094  C23 1.090
32 H -2.01614 8.86114 3.18699  C23 1.090
33 H 0.04513 7.37673 2.18753  C24 1.090
34 H -0.37613 6.38347 3.58630  C24 1.090
35 H -3.24884 6.54447 3.73987  C26 1.090
36 H -3.79251 5.65472 2.44128  C26 1.090
37 H -1.53068 4.64877 4.18198  C27 1.090
38 H -3.08244 3.83408 4.04410  C27 1.090
39 H -2.08515 3.78879 2.72223  C27 1.090
40 H -0.78258 5.15877 1.29990  C28 1.090
41 H -0.73036 6.76121 0.55256  C28 1.090
42 H -2.97513 4.83177 0.70631  C29 1.090
43 H -2.25604 5.34019 -0.90251  C29 1.090
44 H -3.17034 6.57670 -0.01289  C29 1.090
45 C -0.70167 2.45686 -0.50463  C46 1.584, H52 1.090, H53 1.090, H54 1.090
46 C -0.50059 1.30148 0.56018  C45 1.584, N47 1.499, H55 1.090, H56 1.090
47 N 0.91816 0.94883 0.89016  C46 1.499, C48 1.465, C50 1.448
48 C 1.95093 1.05778 -0.14287  N47 1.465, C49 1.500, H57 1.090, H58 1.090
49 C 1.78914 0.07241 -1.26207  C48 1.500, H59 1.090, H60 1.090, H61 1.090
50 C 0.99615 -0.20385 1.76224  N47 1.448, C51 1.492, H62 1.090, H63 1.090
51 C 2.38905 -0.34538 2.27829  C50 1.492, H64 1.090, H65 1.090, H66 1.090
52 H -0.22402 2.09016 -1.41319  C45 1.090
53 H -0.37059 3.46731 -0.26488  C45 1.090
54 H -1.75317 2.52393 -0.78383  C45 1.090
55 H -1.01695 1.43519 1.51075  C46 1.090
56 H -0.89801 0.33953 0.23646  C46 1.090
57 H 1.90445 2.10035 -0.45749  C48 1.090
58 H 2.96403 0.96510 0.24847  C48 1.090
59 H 0.84364 0.27976 -1.76320  C49 1.090
60 H 2.60617 0.03138 -1.98240  C49 1.090
61 H 1.86434 -0.86946 -0.71863  C49 1.090
62 H 0.42673 -1.06781 1.41955  C50 1.090
63 H 0.33174 0.00406 2.60095  C50 1.090
64 H 2.39435 -0.94881 3.18600  C51 1.090
65 H 2.83140 0.60665 2.57165  C51 1.090
66 H 3.08456 -0.84840 1.60648  C51 1.090
67 C 6.50819 1.47470 1.74125  C68 1.564, H74 1.090, H75 1.090, H76 1.090
68 C 6.91678 2.01718 0.33210  C67 1.564, N69 1.466, H77 1.090, H78 1.090
69 N 5.80524 1.92172 -0.61941  C68 1.466, C70 1.460, C72 1.447
70 C 6.05005 0.57569 -1.12959  N69 1.460, C71 1.555, H79 1.090, H80 1.090
71 C 5.66353 -0.72116 -0.36445  C70 1.555, H81 1.090, H82 1.090, H83 1.090
72 C 5.99893 2.92395 -1.64528  N69 1.447, C73 1.548, H84 1.090, H85 1.090
73 C 4.68463 3.12333 -2.43754  C72 1.548, H86 1.090, H87 1.090, H88 1.090
74 H 6.03360 0.49487 1.79416  C67 1.090
75 H 5.68479 2.11444 2.05881  C67 1.090
76 H 7.36086 1.57136 2.41335  C67 1.090
77 H 6.96731 3.07244 0.60039  C68 1.090
78 H 7.90562 1.66794 0.03491  C68 1.090
79 H 7.04133 0.46141 -1.56822  C70 1.090
80 H 5.45912 0.40030 -2.02857  C70 1.090
81 H 5.54875 -1.64946 -0.92408  C71 1.090
82 H 4.72874 -0.55723 0.17164  C71 1.090
83 H 6.47748 -0.99099 0.30844  C71 1.090
84 H 6.19347 3.80795 -1.03801  C72 1.090
85 H 6.88787 2.80815 -2.26534  C72 1.090
86 H 4.64329 2.57396 -3.37806  C73 1.090
87 H 3.73272 2.92374 -1.94546  C73 1.090
88 H 4.80922 4.17452 -2.69747  C73 1.090
89 C -3.83244 0.95049 5.36204  C90 1.503, H100 1.090, H101 1.090, H102 1.090
90 C -3.06918 0.06165 4.42051  C89 1.503, O91 1.421, H103 1.090, H104 1.090
91 O -3.97182 -0.56892 3.52285  C90 1.421, P92 1.617
92 P -3.54783 -1.49159 2.26404  O91 1.617, O93 1.451, O94 1.602, O97 1.654
93 O -2.73907 -0.77682 1.29437  P92 1.451
94 O -4.95366 -1.99985 1.68939  P92 1.602, C95 1.410
95 C -5.69972 -1.24336 0.76278  O94 1.410, C96 1.505, H105 1.090, H106 1.090
96 C -6.09002 -2.06363 -0.43704  C95 1.505, H107 1.090, H108 1.090, H109 1.090
97 O -2.86873 -2.86318 2.89213  P92 1.654, C98 1.318
98 C -2.55239 -3.81021 2.03114  O97 1.318, C99 1.526, H110 1.090, H111 1.090
99 C -3.64643 -4.86869 2.14103  C98 1.526, H112 1.090, H113 1.090, H114 1.090
100 H -4.71513 0.42680 5.72907  C89 1.090
101 H -3.28852 1.19748 6.27376  C89 1.090
102 H -4.09293 1.95562 5.03044  C89 1.090
103 H -2.34845 0.62830 3.83097  C90 1.090
104 H -2.48057 -0.69310 4.94203  C90 1.090
105 H -6.55571 -0.91500 1.35232  C95 1.090
106 H -5.08882 -0.38748 0.47576  C95 1.090
107 H -6.73915 -1.40545 -1.01455  C96 1.090
108 H -5.19123 -2.07324 -1.05364  C96 1.090
109 H -6.51579 -3.06630 -0.39865  C96 1.090
110 H -2.51154 -3.38933 1.02650  C98 1.090
111 H -1.58281 -4.28910 2.16783  C98 1.090
112 H -4.61061 -4.62656 1.69401  C99 1.090
113 H -3.30561 -5.77217 1.63541  C99 1.090
114 H -3.61251 -5.17437 3.18674  C99 1.090
115 C -3.34254 -5.59676 -1.12632  C116 1.495, H126 1.090, H127 1.090, H128 1.090
116 C -3.47660 -6.67836 -2.14946  C115 1.495, O117 1.353, H129 1.090, H130 1.090
117 O -2.73090 -6.43051 -3.25133  C116 1.353, P118 1.628
118 P -1.13170 -6.12969 -3.29873  O117 1.628, O119 1.513, O120 1.635, O123 1.655
119 O -0.42338 -6.75171 -2.11549  P118 1.513
120 O -0.67955 -6.74132 -4.74636  P118 1.635, C121 1.435
121 C 0.49606 -7.54060 -4.93844  O120 1.435, C122 1.542, H131 1.090, H132 1.090
122 C 0.54498 -7.99889 -6.40950  C121 1.542, H133 1.090, H134 1.090, H135 1.090
123 O -1.05026 -4.48891 -3.50249  P118 1.655, C124 1.410
124 C -0.07313 -3.68076 -2.88591  O123 1.410, C125 1.545, H136 1.090, H137 1.090
125 C -0.14424 -3.75032 -1.34406  C124 1.545, H138 1.090, H139 1.090, H140 1.090
126 H -4.24031 -5.75146 -0.52785  C115 1.090
127 H -2.45715 -5.71968 -0.50257  C115 1.090
128 H -3.47567 -4.58329 -1.50481  C115 1.090
129 H -3.08010 -7.65264 -1.86367  C116 1.090
130 H -4.48741 -6.80320 -2.53774  C116 1.090
131 H 1.41548 -7.03394 -4.64506  C121 1.090
132 H 0.33210 -8.35018 -4.22725  C121 1.090
133 H -0.10537 -8.84025 -6.64880  C122 1.090
134 H -0.07444 -7.27480 -6.93877  C122 1.090
135 H 1.54251 -8.15642 -6.81963  C122 1.090
136 H 0.85362 -4.00896 -3.35657  C124 1.090
137 H -0.26352 -2.68090 -3.27597  C124 1.090
138 H -1.00432 -3.30581 -0.84330  C125 1.090
139 H -0.06829 -4.76806 -0.96127  C125 1.090
140 H 0.68133 -3.10003 -1.05480  C125 1.090
141 C 4.78627 4.68220 5.77075  O142 1.401, H147 1.090, H148 1.090, H149 1.090
142 O 4.07788 4.44664 4.58573  C141 1.401, C143 1.318
143 C 2.80163 4.11880 4.59571  O142 1.318, O144 1.233, O145 1.301
144 O 2.15364 3.96909 5.63444  C143 1.233
145 O 2.44359 3.89262 3.36569  C143 1.301, C146 1.474
146 C 1.13293 3.26929 3.10885  O145 1.474, H150 1.090, H151 1.090, H152 1.090
147 H 4.93250 3.73906 6.29726  C141 1.090
148 H 4.16109 5.32226 6.39330  C141 1.090
149 H 5.76130 5.07395 5.48102  C141 1.090
150 H 0.81819 3.52971 2.09829  C146 1.090
151 H 0.33568 3.51490 3.81040  C146 1.090
152 H 1.33765 2.19935 3.14643  C146 1.090
153 C 2.41309 -3.79258 1.06135  O154 1.404, H159 1.090, H160 1.090, H161 1.090
154 O 3.58691 -3.70562 0.29643  C153 1.404, C155 1.346
155 C 4.20350 -4.81513 -0.15241  O154 1.346, O156 1.174, O157 1.310
156 O 4.20380 -5.93391 0.20381  C155 1.174
157 O 4.96844 -4.51357 -1.17210  C155 1.310, C158 1.468
158 C 5.99952 -5.38843 -1.74367  O157 1.468, H162 1.090, H163 1.090, H164 1.090
159 H 1.87998 -4.63724 0.62498  C153 1.090
160 H 1.90750 -2.82889 0.99990  C153 1.090
161 H 2.67605 -3.90528 2.11313  C153 1.090
162 H 5.56942 -6.37926 -1.88984  C158 1.090
163 H 6.91626 -5.46303 -1.15877  C158 1.090
164 H 6.26830 -5.22404 -2.78714  C158 1.090

Results
Orbital gap (spin up / spin down) = 0.313 / 0.156 Ha
<S²> = 0.754
Highest occupied orbital energy (spin up / spin down) = -10.29 / -10.29 eV
Multiplicity = 2
Net charge = +1
Lowest unoccupied orbital energy (spin up / spin down) = -0.0653 / -0.2222 Ha